{"formula": "C38H75INO22", "method": "ωB97M-V/def2-TZVPD", "homo_lumo_gap_ev": [8.59, 9.64], "e_homo_ha": [-0.3005, -0.3391], "multiplicity": 2, "s_squared": 0.75, "symbols": ["C", "C", "I", "C", "C", "C", "C", "N", "O", "C", "C", "C", "C", "H", "H", "H", "H", "H", "H", "H", "H", "H", "H", "H", "H", "H", "H", "H", "H", "H", "H", "H", "C", "C", "O", "C", "O", "O", "C", "H", "H", "H", "H", "H", "H", "H", "H", "C", "C", "O", "C", "O", "O", "C", "H", "H", "H", "H", "H", "H", "H", "H", "C", "C", "O", "C", "O", "O", "C", "H", "H", "H", "H", "H", "H", "H", "H", "C", "C", "O", "C", "O", "O", "C", "H", "H", "H", "H", "H", "H", "H", "H", "C", "C", "O", "C", "O", "O", "C", "H", "H", "H", "H", "H", "H", "H", "H", "C", "C", "O", "C", "O", "O", "C", "H", "H", "H", "H", "H", "H", "H", "H", "C", "C", "O", "C", "O", "O", "C", "H", "H", "H", "H", "H", "H", "H", "H"], "positions_angstrom": [[3.3486, -2.5875, -1.9706], [2.1912, -1.8957, -2.6840], [2.0197, -2.8730, -4.6326], [2.5248, -0.3997, -2.9135], [1.5840, 0.5730, -2.1816], [1.7890, 1.9989, -2.6937], [1.7988, 0.5659, -0.6588], [0.2125, 0.1347, -2.5869], [-0.0232, 0.3579, -3.8190], [-0.2931, -1.1701, -2.0436], [-1.3141, -1.7495, -3.0190], [-0.9978, -0.9040, -0.6940], [0.9024, -2.1537, -1.8789], [3.1552, -3.6501, -1.8051], [4.2789, -2.5003, -2.5354], [3.4871, -2.1006, -0.9972], [3.5465, -0.2154, -2.5612], [2.4876, -0.1499, -3.9727], [2.1909, 2.0181, -3.7074], [0.8351, 2.5295, -2.6995], [2.4709, 2.5387, -2.0306], [2.8730, 0.5320, -0.4542], [1.4045, 1.4810, -0.2071], [1.3518, -0.2782, -0.1464], [-2.0007, -0.9786, -3.3690], [-1.8947, -2.5116, -2.4904], [-0.8402, -2.2174, -3.8819], [-0.6390, -1.5747, 0.0914], [-2.0794, -1.0195, -0.7875], [-0.8085, 0.1183, -0.3636], [1.2060, -2.1993, -0.8283], [0.5309, -3.1538, -2.1205], [-0.6799, 0.9840, -6.8295], [0.2135, 0.1242, -7.6909], [0.4788, 0.7336, -8.9727], [1.4123, 1.6779, -8.9717], [2.0952, 2.0114, -8.0371], [1.5411, 2.1374, -10.2194], [2.5497, 3.1384, -10.3781], [-1.6028, 1.2250, -7.3614], [-0.9224, 0.4554, -5.9100], [-0.1821, 1.9149, -6.5607], [-0.2652, -0.8213, -7.9384], [1.1585, -0.0881, -7.1918], [3.5050, 2.7868, -9.9941], [2.2659, 4.0504, -9.8550], [2.6118, 3.3206, -11.4465], [-4.2324, -2.4453, 4.4090], [-3.2041, -3.5523, 4.4659], [-3.3645, -4.4878, 3.3806], [-2.8707, -4.0929, 2.2120], [-2.2892, -3.0582, 1.9987], [-3.1188, -5.0349, 1.3059], [-2.6444, -4.7316, -0.0114], [-5.2392, -2.8627, 4.3869], [-4.1405, -1.8131, 5.2928], [-4.0899, -1.8236, 3.5263], [-3.3264, -4.1614, 5.3590], [-2.1886, -3.1581, 4.4451], [-1.5837, -4.4879, 0.0101], [-3.2008, -3.8948, -0.4315], [-2.8168, -5.6298, -0.5953], [3.8618, 3.5896, 4.6530], [2.7345, 3.6029, 3.6456], [3.1933, 4.0120, 2.3391], [3.8320, 3.0814, 1.6416], [4.0050, 1.9349, 1.9717], [4.2609, 3.6303, 0.5036], [4.9882, 2.7438, -0.3512], [4.3590, 4.5596, 4.6827], [3.4585, 3.3720, 5.6427], [4.5959, 2.8253, 4.4016], [1.9795, 4.3422, 3.9046], [2.2563, 2.6269, 3.5657], [4.4080, 1.8460, -0.5562], [5.9353, 2.4635, 0.1072], [5.1617, 3.3006, -1.2668], [-2.6061, 5.3284, 2.3938], [-2.5160, 4.4945, 1.1359], [-1.4945, 3.4831, 1.2416], [-1.8370, 2.3933, 1.9241], [-2.9078, 2.1753, 2.4308], [-0.7847, 1.5756, 1.9531], [-0.9986, 0.3479, 2.6630], [-1.6339, 5.7606, 2.6337], [-3.3174, 6.1414, 2.2461], [-2.9455, 4.7259, 3.2352], [-2.2048, 5.0959, 0.2845], [-3.4665, 4.0163, 0.9031], [-1.8975, -0.1522, 2.3091], [-1.0781, 0.5316, 3.7339], [-0.1293, -0.2680, 2.4513], [4.6712, -2.0172, 1.8861], [3.3036, -2.4817, 2.3295], [3.2191, -3.9179, 2.4056], [3.7375, -4.4614, 3.5048], [4.1922, -3.8653, 4.4466], [3.5806, -5.7828, 3.4280], [4.0611, -6.5029, 4.5681], [4.9436, -2.4915, 0.9417], [4.6596, -0.9345, 1.7467], [5.4310, -2.2579, 2.6282], [2.5414, -2.2124, 1.5983], [3.0289, -2.0525, 3.2924], [3.6199, -6.1124, 5.4827], [5.1456, -6.4315, 4.6320], [3.7592, -7.5330, 4.4078], [0.9183, 4.1686, 10.2921], [0.4822, 2.7631, 9.9465], [-0.5929, 2.7614, 8.9854], [-0.2266, 2.9496, 7.7226], [0.9003, 3.0847, 7.3161], [-1.3206, 2.9586, 6.9605], [-1.0551, 3.1814, 5.5725], [0.0683, 4.7561, 10.6397], [1.6639, 4.1359, 11.0871], [1.3591, 4.6620, 9.4273], [0.0633, 2.2541, 10.8118], [1.3087, 2.1720, 9.5543], [-0.3183, 2.4694, 5.2039], [-0.6852, 4.1943, 5.4169], [-2.0032, 3.0448, 5.0597], [-7.6469, -3.6260, -4.9757], [-6.8394, -3.4256, -6.2381], [-6.5946, -2.0299, -6.4968], [-5.6065, -1.4850, -5.7898], [-4.8800, -2.0636, -5.0222], [-5.4966, -0.2063, -6.1447], [-4.4314, 0.4942, -5.4937], [-8.5761, -3.0578, -5.0244], [-7.8935, -4.6821, -4.8613], [-7.0832, -3.3069, -4.1005], [-7.3860, -3.7655, -7.1153], [-5.8860, -3.9504, -6.1907], [-3.4871, -0.0288, -5.6297], [-4.6406, 0.5967, -4.4297], [-4.3894, 1.4733, -5.9604]], "forces_ev_per_a": [[0.0555, -0.1021, 0.0121], [0.0101, 0.0552, 0.0771], [-0.0082, 0.0354, -0.0417], [0.1008, -0.0185, 0.1806], [-0.1237, -0.1066, 0.1580], [0.0939, 0.1551, -0.0392], [-0.0060, 0.0811, -0.0821], [0.3306, -0.4189, -0.1315], [-0.1779, 0.2445, -0.0207], [-0.0238, 0.0381, 0.0962], [-0.0378, -0.0846, -0.0555], [0.1412, 0.2090, 0.0495], [-0.0968, -0.0561, 0.0009], [-0.0509, 0.0882, 0.0207], [-0.0773, 0.0439, 0.0097], [0.0158, -0.0489, -0.0450], [-0.0429, 0.0042, -0.1422], [-0.0177, -0.0129, 0.0908], [-0.0948, 0.0157, 0.0502], [0.0794, -0.0202, 0.0472], [0.0070, -0.0618, -0.1107], [-0.1419, 0.0368, -0.0198], [-0.0608, -0.1313, -0.0199], [0.0073, -0.0648, 0.0280], [0.0002, -0.0713, 0.0569], [0.0967, 0.0109, -0.0519], [-0.0462, 0.1420, -0.0178], [-0.1814, -0.0556, -0.0574], [0.0859, -0.0420, 0.0214], [-0.0489, -0.0445, 0.0322], [-0.0366, 0.0854, -0.0435], [0.0870, 0.0426, 0.1109], [-0.0961, 0.1189, -0.1532], [0.0092, -0.1388, 0.1578], [-0.1301, 0.1405, 0.0436], [0.4205, -0.4466, -0.1446], [-0.1456, 0.1835, 0.0919], [-0.1142, 0.1186, 0.0150], [-0.0122, 0.0150, -0.0253], [-0.0004, -0.0410, -0.0060], [0.0182, -0.0082, 0.0140], [0.0330, -0.0219, 0.0309], [-0.0151, 0.0255, -0.0502], [0.0169, 0.0468, -0.0204], [-0.0038, -0.0070, 0.0037], [0.0142, -0.0020, 0.0123], [-0.0051, 0.0110, 0.0030], [-0.0297, -0.0226, -0.0539], [0.0409, 0.0190, 0.0887], [-0.0170, 0.0038, -0.0258], [-0.0189, -0.0139, -0.0168], [0.0853, 0.1310, -0.0071], [0.0043, -0.0162, 0.0032], [0.0006, -0.0226, -0.0169], [-0.0017, 0.0071, 0.0234], [0.0022, 0.0022, 0.0033], [0.0130, 0.0017, 0.0059], [-0.0120, -0.0116, -0.0143], [-0.0039, 0.0061, -0.0268], [0.0006, -0.0009, 0.0012], [0.0094, 0.0124, 0.0110], [-0.0064, 0.0065, -0.0060], [0.0115, -0.0102, -0.0222], [-0.0764, -0.0286, 0.0833], [0.0060, 0.0066, -0.0098], [0.0321, 0.0657, 0.0307], [0.0008, -0.1421, -0.0500], [-0.0648, -0.0171, -0.0275], [0.0286, 0.0141, -0.0089], [-0.0252, 0.0116, 0.0214], [-0.0119, 0.0096, -0.0001], [-0.0124, -0.0087, 0.0029], [0.0159, 0.0186, -0.0162], [0.0287, -0.0074, -0.0333], [0.0662, 0.0563, -0.0051], [-0.0037, -0.0073, 0.0158], [0.0090, -0.0049, -0.0026], [0.0524, -0.0329, 0.0315], [-0.0598, 0.0552, -0.0610], [0.0163, -0.0264, 0.0140], [0.0383, 0.0143, -0.0022], [-0.0152, 0.0153, 0.0431], [0.0541, -0.0073, 0.0372], [-0.0179, -0.1471, -0.0776], [-0.0077, 0.0196, -0.0082], [-0.0024, 0.0034, -0.0018], [-0.0150, -0.0007, -0.0092], [0.0168, -0.0099, 0.0042], [0.0063, -0.0202, 0.0267], [0.0025, -0.0056, 0.0122], [-0.0274, 0.0404, -0.0116], [0.0206, 0.0299, 0.0203], [0.0391, -0.0053, -0.0606], [-0.0611, 0.1303, -0.0347], [0.1622, -0.0108, -0.0949], [-0.5529, 0.0370, 0.2423], [0.2316, 0.0093, -0.0668], [0.1383, -0.0299, -0.0726], [0.0077, -0.0300, -0.0122], [0.0030, 0.0243, -0.0031], [-0.0058, 0.0089, 0.0050], [-0.0364, -0.0092, 0.0364], [0.0062, -0.0212, -0.0089], [0.0286, -0.0423, 0.0246], [-0.0037, 0.0080, -0.0046], [-0.0011, 0.0107, 0.0146], [0.0117, -0.0017, -0.0021], [-0.0443, 0.0323, -0.0381], [0.0505, -0.0579, 0.0683], [-0.0071, 0.0156, -0.0065], [-0.0179, 0.0102, -0.0687], [0.0746, 0.0133, 0.0396], [0.0319, -0.0139, 0.0255], [-0.0922, 0.0022, -0.1260], [0.0090, -0.0030, 0.0220], [0.0040, -0.0011, 0.0026], [0.0088, -0.0133, 0.0011], [-0.0184, 0.0065, -0.0098], [-0.0015, 0.0179, -0.0250], [0.0120, 0.0097, -0.0024], [0.0242, -0.0066, -0.0017], [-0.0085, -0.0147, 0.0260], [-0.0109, 0.0539, 0.0075], [-0.0106, -0.0769, -0.0299], [-0.1190, 0.0446, 0.1376], [0.3602, -0.1477, -0.4560], [-0.1253, 0.0375, 0.2073], [-0.0957, 0.0419, 0.1079], [0.0562, 0.0727, 0.0441], [-0.0094, -0.0202, -0.0034], [0.0001, -0.0047, 0.0039], [0.0135, -0.0082, -0.0018], [-0.0052, 0.0243, -0.0013], [0.0096, 0.0257, 0.0206], [-0.0049, -0.0083, 0.0089], [0.0222, -0.0273, 0.0066], [-0.0339, -0.0112, -0.0228]]}